[1]
{
  "formula": "C35H42IrO2S4Sb2",
  "method": "wB97M-V/def2-TZVPD",
  "symbols": ["Ir", "C", "C", "S", "C", "C", "S", "C", "C", "S", "C", "C", "S", "H", "H", "H", "H", "H", "H", "H", "H", "H", "H", "H", "H", "H", "H", "H", "H", "C", "C", "C", "Sb", "C", "C", "C", "C", "C", "C", "C", "C", "C", "C", "C", "C", "Sb", "C", "C", "C", "C", "C", "C", "C", "C", "C", "C", "C", "C", "H", "H", "H", "H", "H", "H", "H", "H", "H", "H", "H", "H", "H", "H", "H", "H", "H", "H", "H", "H", "H", "H", "H", "H", "H", "H", "O", "O"],
  "positions_angstrom": [[0.745, 0.785, -2.240], [-0.259, 2.369, -4.936], [-1.226, 1.201, -4.858], [-0.600, -0.215, -3.896], [0.838, -0.774, -4.880], [1.598, -1.781, -4.027], [2.053, -1.164, -2.364], [3.738, -0.460, -2.500], [3.766, 1.037, -2.771], [2.732, 1.835, -1.492], [2.570, 3.546, -2.091], [1.821, 3.677, -3.405], [0.202, 2.848, -3.234], [-0.748, 3.223, -5.409], [0.645, 2.141, -5.499], [-1.504, 0.845, -5.852], [-2.147, 1.492, -4.350], [1.456, 0.077, -5.156], [0.468, -1.254, -5.789], [2.498, -2.152, -4.517], [0.961, -2.643, -3.819], [4.288, -1.028, -3.251], [4.197, -0.678, -1.535], [3.393, 1.279, -3.764], [4.784, 1.418, -2.672], [3.568, 3.982, -2.157], [2.041, 4.065, -1.289], [2.356, 3.244, -4.250], [1.639, 4.730, -3.621], [-2.884, -1.516, 1.507], [-3.655, -0.248, 1.159], [-3.322, 0.963, 2.011], [-1.319, 1.651, 2.090], [-1.224, 3.691, 2.388], [-2.097, 4.536, 1.698], [-2.116, 5.884, 2.018], [-1.284, 6.371, 3.020], [-0.424, 5.525, 3.705], [-0.388, 4.173, 3.396], [-0.119, 0.596, 3.421], [-0.708, -0.081, 4.489], [0.092, -0.589, 5.502], [1.467, -0.407, 5.453], [2.053, 0.268, 4.389], [1.264, 0.771, 3.366], [-0.917, -1.735, 0.664], [-1.217, -2.905, -1.041], [-0.272, -3.880, -1.365], [-0.533, -4.769, -2.398], [-1.730, -4.688, -3.098], [-2.671, -3.719, -2.774], [-2.417, -2.824, -1.747], [0.227, -3.001, 1.940], [1.534, -2.774, 2.333], [2.187, -3.710, 3.161], [1.531, -4.848, 3.592], [0.222, -5.072, 3.200], [-0.439, -4.150, 2.360], [-3.384, -2.397, 1.094], [-2.778, -1.661, 2.584], [-4.719, -0.449, 1.322], [-3.559, -0.007, 0.096], [-3.548, 0.787, 3.067], [-3.904, 1.835, 1.706], [-2.753, 4.162, 0.921], [-2.786, 6.554, 1.498], [-1.315, 7.422, 3.274], [0.212, 5.915, 4.488], [0.274, 3.513, 3.944], [-1.784, -0.190, 4.566], [-0.358, -1.097, 6.343], [2.085, -0.775, 6.260], [3.123, 0.423, 4.372], [1.721, 1.323, 2.551], [0.647, -3.973, -0.799], [0.180, -5.546, -2.638], [-1.942, -5.398, -3.886], [-3.609, -3.676, -3.309], [-3.165, -2.080, -1.498], [2.068, -1.890, 2.008], [3.210, -3.527, 3.462], [2.035, -5.563, 4.229], [-0.305, -5.960, 3.526], [-1.451, -4.377, 2.046], [-0.433, 0.086, -0.348], [-0.473, 1.388, 0.307]],
  "lowdin_charge": [0.54, -0.43, -0.45, 0.84, -0.43, -0.44, 0.83, -0.44, -0.44, 0.85, -0.45, -0.43, 0.87, 0.11, 0.09, 0.12, 0.10, 0.08, 0.12, 0.11, 0.07, 0.11, 0.09, 0.08, 0.12, 0.12, 0.10, 0.09, 0.11, -0.27, -0.32, -0.27, 1.78, -0.34, -0.11, -0.04, -0.01, -0.03, -0.10, -0.37, -0.11, -0.03, -0.02, -0.04, -0.13, 1.81, -0.36, -0.13, -0.05, -0.02, -0.04, -0.12, -0.35, -0.12, -0.03, -0.03, -0.02, -0.10, 0.09, 0.08, 0.14, 0.11, 0.09, 0.08, 0.11, 0.13, 0.13, 0.13, 0.10, 0.10, 0.13, 0.13, 0.13, 0.11, 0.11, 0.13, 0.13, 0.13, 0.11, 0.10, 0.12, 0.13, 0.13, 0.11, -0.59, -0.47],
  "homo_energy_ev": [-18.69, -18.69],
  "charge": 4,
  "relative_energy_kcal_mol": 0.0,
  "max_force_ev_per_a": 1.7,
  "s2": 0.754,
  "multiplicity": 2
}


[2]
{
  "formula": "C35H42NO4",
  "method": "wB97M-V/def2-TZVPD",
  "symbols": ["C", "O", "C", "C", "C", "C", "C", "C", "C", "C", "C", "C", "C", "C", "C", "C", "C", "O", "C", "C", "C", "C", "C", "C", "C", "C", "H", "H", "H", "H", "H", "H", "H", "H", "H", "H", "H", "H", "H", "H", "H", "H", "H", "H", "H", "H", "H", "H", "H", "H", "H", "H", "H", "H", "H", "H", "C", "C", "O", "C", "C", "N", "C", "C", "C", "C", "C", "C", "C", "O", "H", "H", "H", "H", "H", "H", "H", "H", "H", "H", "H", "H"],
  "positions_angstrom": [[-7.937, -0.400, -3.899], [-7.394, 0.900, -3.852], [-6.084, 0.969, -3.413], [-5.477, 2.239, -3.354], [-4.186, 2.394, -2.930], [-3.414, 1.283, -2.534], [-2.062, 1.447, -2.101], [-1.260, 0.412, -1.717], [0.069, 0.527, -1.308], [0.871, -0.549, -0.952], [2.226, -0.338, -0.549], [3.048, -1.360, -0.197], [4.508, -1.174, 0.246], [4.654, -1.714, 1.680], [4.947, 0.300, 0.226], [5.418, -1.978, -0.699], [2.527, -2.725, -0.223], [3.241, -3.669, 0.102], [1.148, -2.955, -0.640], [0.623, -4.398, -0.651], [1.501, -5.232, -1.598], [-0.846, -4.491, -1.116], [0.734, -4.963, 0.775], [0.383, -1.895, -0.980], [-4.024, 0.016, -2.600], [-5.311, -0.141, -3.022], [-8.968, -0.342, -4.249], [-7.371, -1.022, -4.591], [-7.933, -0.847, -2.906], [-6.059, 3.091, -3.669], [-3.738, 3.374, -2.902], [-1.657, 2.444, -2.089], [-1.675, -0.575, -1.732], [0.496, 1.513, -1.279], [2.587, 0.673, -0.535], [4.354, -2.760, 1.717], [5.682, -1.645, 2.032], [4.025, -1.158, 2.372], [4.868, 0.723, -0.775], [4.342, 0.898, 0.906], [5.985, 0.397, 0.542], [5.343, -1.613, -1.722], [6.462, -1.918, -0.399], [5.126, -3.027, -0.696], [2.541, -5.183, -1.279], [1.200, -6.278, -1.609], [1.446, -4.852, -2.618], [-1.508, -3.929, -0.458], [-0.968, -4.116, -2.131], [-1.190, -5.524, -1.111], [0.129, -4.384, 1.471], [0.407, -6.001, 0.822], [1.769, -4.919, 1.111], [-0.628, -2.071, -1.283], [-3.462, -0.856, -2.319], [-5.727, -1.131, -3.066], [-5.351, 2.356, 1.201], [-4.159, 2.894, 1.985], [-2.976, 2.183, 1.738], [-1.976, 2.632, 2.569], [-0.651, 2.178, 2.236], [0.426, 2.649, 2.810], [1.617, 2.622, 2.237], [2.782, 3.122, 2.855], [3.942, 3.346, 2.099], [5.092, 3.789, 2.698], [5.118, 4.024, 4.063], [3.975, 3.840, 4.822], [2.816, 3.410, 4.229], [-2.157, 3.411, 3.494], [-6.179, 3.065, 1.158], [-5.060, 2.124, 0.179], [-5.733, 1.433, 1.634], [-3.945, 3.938, 1.735], [-4.329, 2.860, 3.064], [-0.543, 1.540, 1.378], [1.682, 2.321, 1.207], [3.903, 3.189, 1.036], [5.972, 3.955, 2.102], [6.032, 4.354, 4.528], [4.004, 4.026, 5.885], [1.920, 3.271, 4.808]],
  "lowdin_charge": [-0.10, -0.09, -0.24, -0.01, -0.03, -0.22, -0.01, -0.08, -0.01, -0.19, 0.04, -0.07, -0.52, -0.04, -0.06, -0.05, -0.30, 0.00, -0.07, -0.52, -0.05, -0.07, -0.04, 0.04, -0.02, -0.02, 0.09, 0.09, 0.09, 0.11, 0.11, 0.12, 0.08, 0.12, 0.10, 0.07, 0.08, 0.09, 0.08, 0.06, 0.09, 0.08, 0.08, 0.07, 0.07, 0.08, 0.08, 0.08, 0.08, 0.08, 0.09, 0.08, 0.07, 0.08, 0.10, 0.10, -0.07, -0.28, -0.04, -0.52, -0.16, 0.04, -0.18, -0.24, -0.09, -0.13, -0.14, -0.12, -0.05, 0.02, 0.07, 0.05, 0.07, 0.12, 0.11, 0.07, 0.08, 0.09, 0.09, 0.08, 0.09, 0.10],
  "homo_energy_ev": -2.49,
  "charge": -1,
  "max_force_ev_per_a": 2.7,
  "multiplicity": 1
}


[3]
{
  "formula": "C35H43AsN6O2Si2Ti",
  "method": "wB97M-V/def2-TZVPD",
  "symbols": ["Ti", "C", "C", "C", "C", "C", "C", "N", "C", "C", "C", "C", "C", "C", "N", "N", "C", "C", "C", "C", "C", "N", "H", "H", "H", "H", "H", "H", "H", "H", "H", "H", "H", "H", "H", "C", "C", "O", "C", "C", "C", "N", "N", "C", "O", "C", "C", "C", "C", "C", "C", "H", "H", "H", "H", "H", "H", "H", "H", "H", "H", "H", "H", "C", "Si", "C", "C", "As", "Si", "C", "C", "C", "H", "H", "H", "H", "H", "H", "H", "H", "H", "H", "H", "H", "H", "H", "H", "H", "H", "H"],
  "positions_angstrom": [[-0.275, 0.437, 0.752], [0.482, 6.042, 0.667], [1.537, 5.141, 0.609], [1.400, 3.851, 1.105], [0.194, 3.416, 1.660], [-0.859, 4.340, 1.724], [-0.720, 5.628, 1.234], [0.043, 2.093, 2.089], [-0.491, 1.871, 3.332], [-0.334, 2.717, 4.444], [-0.834, 2.367, 5.692], [-1.517, 1.167, 5.876], [-1.724, 0.325, 4.789], [-1.239, 0.664, 3.533], [-1.457, -0.047, 2.364], [-2.327, -1.038, 2.358], [-2.527, -1.482, 1.075], [-3.560, -2.413, 0.826], [-3.946, -2.653, -0.465], [-3.293, -1.988, -1.516], [-2.218, -1.194, -1.198], [-1.797, -0.984, 0.053], [0.588, 7.045, 0.271], [2.483, 5.447, 0.175], [2.229, 3.155, 1.075], [-1.804, 4.008, 2.141], [-1.560, 6.312, 1.281], [0.205, 3.649, 4.315], [-0.687, 3.038, 6.531], [-1.884, 0.890, 6.858], [-2.281, -0.597, 4.891], [-4.041, -2.879, 1.676], [-4.752, -3.347, -0.676], [-3.598, -2.112, -2.545], [-1.628, -0.719, -1.973], [3.259, -0.309, 2.824], [2.482, -0.004, 1.578], [1.233, -0.314, 1.625], [3.071, 0.590, 0.486], [2.364, 1.140, -0.638], [3.151, 1.704, -1.782], [1.066, 1.202, -0.634], [0.431, 1.873, -1.691], [-0.824, 2.065, -1.398], [-1.395, 1.641, -0.323], [-1.648, 2.869, -2.352], [-1.143, 3.293, -3.577], [-1.927, 4.054, -4.431], [-3.224, 4.403, -4.071], [-3.728, 3.985, -2.849], [-2.942, 3.219, -1.994], [2.932, 0.377, 3.610], [3.045, -1.326, 3.160], [4.333, -0.192, 2.670], [4.147, 0.705, 0.494], [4.184, 1.886, -1.482], [3.147, 0.994, -2.614], [2.696, 2.628, -2.136], [-0.130, 3.015, -3.835], [-1.523, 4.383, -5.382], [-3.834, 5.000, -4.739], [-4.734, 4.260, -2.555], [-3.312, 2.887, -1.033], [2.306, -4.373, -3.346], [0.804, -3.359, -2.774], [0.548, -2.067, -4.153], [-0.644, -4.559, -3.004], [1.166, -2.121, -0.886], [1.418, -3.854, 0.608], [3.251, -4.185, 0.965], [0.623, -3.569, 2.302], [0.793, -5.573, 0.099], [2.217, -4.701, -4.390], [2.442, -5.261, -2.719], [3.208, -3.765, -3.242], [1.010, -2.361, -5.102], [0.982, -1.113, -3.841], [-0.519, -1.891, -4.333], [-0.745, -4.839, -4.059], [-1.579, -4.094, -2.677], [-0.510, -5.469, -2.416], [3.752, -3.260, 1.268], [3.742, -4.532, 0.051], [3.400, -4.937, 1.751], [0.499, -2.502, 2.501], [1.230, -3.997, 3.109], [-0.372, -4.022, 2.341], [1.239, -5.899, -0.844], [-0.292, -5.566, -0.033], [1.044, -6.311, 0.870]],
  "lowdin_charge": [0.92, -0.14, -0.11, -0.02, -0.29, -0.04, -0.11, -0.01, -0.24, -0.05, -0.14, -0.15, -0.05, -0.21, -0.10, 0.07, -0.34, -0.04, -0.10, -0.10, -0.17, -0.01, 0.08, 0.09, 0.10, 0.12, 0.09, 0.10, 0.08, 0.07, 0.09, 0.10, 0.09, 0.09, 0.10, -0.02, -0.48, -0.25, -0.06, -0.39, -0.04, -0.09, 0.10, -0.46, -0.16, -0.13, -0.03, -0.11, -0.13, -0.10, -0.02, 0.08, 0.07, 0.07, 0.09, 0.06, 0.08, 0.06, 0.10, 0.09, 0.08, 0.09, 0.11, -0.26, 0.10, -0.26, -0.24, 0.77, 0.14, -0.26, -0.23, -0.26, 0.01, 0.00, 0.01, 0.01, -0.01, 0.01, 0.01, 0.00, -0.01, 0.00, 0.01, 0.01, -0.01, 0.01, 0.01, -0.01, 0.01, 0.02],
  "homo_energy_ev": [-0.68, -0.71],
  "charge": -2,
  "relative_energy_kcal_mol": 20.6,
  "max_force_ev_per_a": 1.4,
  "s2": 2.030,
  "multiplicity": 3
}


[4]
{
  "formula": "C35H43BaN4O7S3Si",
  "method": "wB97M-V/def2-TZVPD",
  "symbols": ["Ba", "N", "C", "C", "O", "O", "H", "H", "H", "H", "N", "C", "C", "O", "O", "H", "H", "H", "H", "C", "C", "S", "C", "C", "S", "C", "C", "S", "H", "H", "H", "H", "H", "H", "H", "H", "H", "H", "H", "H", "O", "C", "N", "C", "O", "C", "C", "C", "C", "N", "C", "H", "H", "H", "H", "H", "H", "H", "H", "O", "Si", "C", "C", "C", "C", "C", "C", "C", "C", "C", "C", "C", "C", "C", "C", "C", "C", "C", "C", "H", "H", "H", "H", "H", "H", "H", "H", "H", "H", "H", "H", "H", "H", "H"],
  "positions_angstrom": [[0.644, -0.619, -0.872], [-1.619, -1.219, -2.658], [-1.708, -2.682, -2.498], [-0.324, -3.296, -2.796], [-0.173, -3.937, -3.840], [0.573, -3.020, -1.930], [-2.313, -0.746, -2.091], [-1.739, -0.957, -3.628], [-2.464, -3.137, -3.142], [-1.961, -2.881, -1.454], [0.156, 2.309, -1.244], [1.188, 3.143, -0.613], [2.179, 2.328, 0.251], [2.659, 2.885, 1.242], [2.439, 1.149, -0.159], [-0.292, 2.808, -2.002], [-0.580, 2.066, -0.581], [0.777, 3.939, 0.010], [1.783, 3.617, -1.400], [0.252, -3.338, 3.333], [0.748, -1.971, 3.792], [1.144, -0.796, 2.467], [2.940, -0.644, 2.523], [3.737, -1.837, 2.012], [3.406, -2.221, 0.265], [2.795, -3.925, 0.257], [1.439, -4.198, 0.891], [1.508, -4.474, 2.694], [-0.536, -3.224, 2.590], [-0.197, -3.854, 4.185], [1.623, -2.070, 4.436], [-0.045, -1.503, 4.380], [3.236, -0.407, 3.548], [3.135, 0.239, 1.908], [3.533, -2.731, 2.597], [4.801, -1.607, 2.096], [3.557, -4.592, 0.667], [2.705, -4.133, -0.811], [1.020, -5.095, 0.433], [0.743, -3.387, 0.694], [6.530, 1.049, -5.840], [6.118, 1.629, -4.605], [5.213, 2.699, -4.856], [3.848, 2.606, -4.895], [3.149, 3.587, -5.043], [3.265, 1.233, -4.735], [3.375, 0.263, -5.722], [2.762, -0.963, -5.524], [2.089, -1.192, -4.332], [1.992, -0.261, -3.382], [2.555, 0.927, -3.583], [6.960, 0.208, -5.652], [6.985, 2.028, -4.073], [5.626, 0.886, -3.976], [5.577, 3.623, -5.029], [3.931, 0.472, -6.628], [2.807, -1.741, -6.273], [1.615, -2.147, -4.121], [2.447, 1.645, -2.775], [-1.607, 0.073, 0.167], [-2.570, 0.637, 1.289], [-2.085, 2.362, 1.895], [-3.004, 3.393, 2.107], [-2.595, 4.639, 2.566], [-1.251, 4.882, 2.820], [-0.318, 3.876, 2.614], [-0.739, 2.632, 2.162], [-4.361, 0.765, 0.680], [-4.620, 0.996, -0.671], [-5.919, 1.116, -1.150], [-6.992, 1.010, -0.276], [-6.758, 0.782, 1.074], [-5.457, 0.658, 1.540], [-2.667, -0.441, 2.851], [-2.487, 0.070, 4.138], [-2.614, -0.739, 5.263], [-2.929, -2.083, 5.120], [-3.113, -2.614, 3.850], [-2.978, -1.800, 2.734], [-4.056, 3.225, 1.905], [-3.325, 5.426, 2.719], [-0.933, 5.858, 3.169], [0.741, 4.043, 2.771], [0.006, 1.859, 2.012], [-3.781, 1.086, -1.353], [-6.096, 1.290, -2.205], [-8.006, 1.103, -0.646], [-7.592, 0.697, 1.761], [-5.288, 0.468, 2.596], [-2.241, 1.118, 4.265], [-2.466, -0.321, 6.252], [-3.033, -2.715, 5.995], [-3.357, -3.663, 3.730], [-3.119, -2.226, 1.745]],
  "lowdin_charge": [1.78, -0.06, -0.20, -0.72, -0.02, -0.28, 0.03, 0.08, 0.10, 0.11, -0.04, -0.19, -0.72, -0.01, -0.30, 0.07, 0.02, 0.10, 0.11, -0.55, -0.50, 0.84, -0.53, -0.52, 0.82, -0.55, -0.53, 0.87, 0.06, 0.06, 0.08, 0.05, 0.08, 0.05, 0.03, 0.07, 0.07, 0.06, 0.07, 0.03, -0.05, -0.25, 0.10, -0.44, 0.08, -0.14, -0.02, -0.04, -0.10, -0.01, -0.07, 0.09, 0.13, 0.13, 0.15, 0.12, 0.11, 0.09, 0.11, -0.57, 0.38, -0.22, -0.09, -0.10, -0.10, -0.08, -0.10, -0.22, -0.09, -0.10, -0.11, -0.10, -0.10, -0.22, -0.09, -0.10, -0.11, -0.11, -0.10, 0.09, 0.09, 0.09, 0.10, 0.07, 0.09, 0.09, 0.09, 0.09, 0.10, 0.10, 0.10, 0.10, 0.10, 0.11],
  "homo_energy_ev": -6.11,
  "charge": -1,
  "relative_energy_kcal_mol": 0.0,
  "max_force_ev_per_a": 0.3,
  "multiplicity": 1
}